DFT (ωB97M-V/def2-TZVPD) results for a molecular structure, C20H19ClN4O3.

Properties
Relative energy (zero: lowest compared OMol25 entry of this formula, charge and spin) (eV): 20.091
Highest occupied orbital energy (eV): -7.787
Calculated total energy (eV): -45655.939

Geometry as ORCA input:
```
! wB97M-V def2-TZVPD RIJCOSX def2/J DEFGRID3
* xyz 0 1
C 1.2283 -2.9449 -4.4783
H 1.2019 -3.6980 -6.5294
C -1.8350 2.2904 4.8583
C 2.9936 -2.7054 -6.2572
N 0.4600 -2.4900 -1.9881
H -1.5419 0.0199 3.6505
O 2.2180 -1.4627 -1.4968
H 0.6371 -1.9638 0.1312
H -0.9552 1.7323 -0.7358
N -1.1638 0.1518 0.3769
H -0.8451 4.8577 6.9620
C 1.7870 -3.1030 -5.8591
H -2.5754 0.5633 2.3584
N -1.1640 1.8176 2.5148
C 2.2091 -2.3682 -3.4998
H -2.4897 1.5676 0.3215
C -1.4165 0.3711 2.5981
O -0.6939 -0.0228 -1.8905
H -1.3073 -1.2288 1.5208
H -1.1235 3.3701 1.1254
C -0.1714 4.6731 4.8632
H 0.5139 5.2616 4.9606
H 0.3189 4.0422 2.8821
Cl -2.6958 2.5726 7.3278
N -0.0101 -3.2900 -4.1688
H -2.6671 1.4100 4.8918
C 3.5991 -2.1358 -5.2822
C -0.9156 -0.3815 1.6055
H 0.2610 -0.5213 1.8343
C -0.7172 -0.4388 -0.7601
H 3.3462 -2.9750 -7.2989
H 4.8291 -1.9086 -5.6721
C -1.3037 1.3185 0.1899
C -1.1115 4.1115 5.9004
C 3.2006 -1.6229 -4.1478
C -1.1263 2.5676 3.6273
H -0.6302 -3.9179 -4.8240
C -1.9315 2.8670 5.9458
H 4.0446 -1.1815 -3.2368
C 1.5790 -1.9397 -2.2936
H 0.4176 2.1612 1.1059
C -0.3081 3.6254 3.8381
O -1.6911 -3.5540 -2.5051
C -0.5895 2.1499 1.3592
H -1.0713 -2.4945 -0.3715
C -0.3714 -2.0380 -0.6871
C -0.4222 -3.1153 -2.7670
*
```

=====

DFT (ωB97M-V/def2-TZVPD) results for 3 unconnected molecules or ions with the total composition C13H34BN4O11P2.

Properties
Highest occupied orbital energy (eV): -11.695
Calculated total energy (eV): -61767.842

Geometry as ORCA input:
```
! wB97M-V def2-TZVPD RIJCOSX def2/J DEFGRID3
* xyz 1 1
O -2.5054 3.0126 -5.9514
N 1.9619 -1.3271 1.6128
N 4.1285 -0.9913 2.3344
O -4.3451 2.7141 -4.2490
P 0.1443 2.2137 4.8031
H 0.2255 -3.2406 -3.2129
C 3.2058 -0.9265 1.3052
H 3.2278 0.3623 -0.3196
H -1.9630 4.1830 -7.5422
H 1.7437 -3.0719 2.9478
C -1.2431 4.4580 4.8722
H -1.1590 -4.0424 -1.6931
H -1.8984 4.1291 5.6780
C 3.6550 -2.1831 3.1099
O 1.5547 2.3693 4.4370
O 5.1631 -3.4243 1.4662
H -1.2395 3.0126 7.2515
O 3.7945 -4.7329 2.9406
C -1.1596 1.9417 7.0691
H 1.6212 -1.5103 3.7240
N -0.1700 -2.2426 -1.3763
H -1.0405 1.4298 8.0183
H -4.7640 -0.3714 -7.5238
H 1.2798 -1.8288 -2.8676
H 1.8622 -3.1406 0.4797
H -3.7145 4.0736 -7.2876
O -0.5169 0.9296 4.0860
N 3.6096 -0.4590 0.1203
H 0.2255 -4.2194 -0.5894
H -1.8094 5.0862 4.1924
H -1.2881 -3.4612 -0.0632
P -3.5422 2.0139 -5.2472
C 0.2771 -2.2412 -2.7903
H 0.3963 -2.6412 1.2569
H -0.5570 1.8640 -4.6102
O -4.3785 0.8520 -5.9312
C -4.0867 0.4412 -7.2808
C -0.5951 -3.5657 -0.8979
H -0.3928 -1.6133 -3.3762
C 0.7034 -1.5657 -0.5446
H 0.0896 1.3723 2.1491
C -1.3220 1.5411 -3.9029
H -4.2506 1.2595 -7.9818
O 1.0255 -0.4127 -0.7654
B 4.2432 -3.5118 2.4631
O 0.0078 1.6414 6.2717
H 3.9759 -0.1596 2.9136
C -0.7557 0.9371 2.6853
H 5.1610 -4.2291 0.9351
H 3.8777 -2.0562 4.1680
H -1.5923 2.3697 -3.2471
H 4.3945 -0.9082 -0.3239
H -0.4081 5.0293 5.2784
H -2.8188 2.7040 -8.0023
H -0.8655 -0.1061 2.3868
O -0.7577 3.3289 4.1084
C -2.7771 3.5162 -7.2762
H -2.0632 1.5782 6.5776
H -0.9126 0.7358 -3.2948
H -3.0581 0.0843 -7.3606
C 1.2523 -2.2618 0.7025
H -1.6769 1.4611 2.4352
C 2.1327 -2.0560 2.9324
O -2.4482 1.0224 -4.5964
H 3.1354 -5.1663 2.3933
*
```

=====

The calculation returns the following E_LUMO values, one per record and in order: 0.2 -3.7 eV.
The calculation returns the following gap between HOMO and LUMO values, one per record and in order: 7.9687 8.0088 eV.